1.
C50H46MnN3O2P3Se3Te as an isolated structure, computed with ωB97M-V with the def2-TZVPD basis set.

```
109
Properties=species:S:1:pos:R:3:forces:R:3:mulliken_charge:R:1
Mn 0.384 1.830 0.256 -0.1 0.5 0.0 -0.9254
Se -0.100 2.860 2.304 -0.5 0.2 1.4 -0.2564
Se 0.685 5.025 2.527 0.2 0.2 0.0 -0.4420
Te 1.373 5.760 0.149 0.0 -0.1 0.2 -0.1665
Se 1.025 3.675 -1.154 0.2 0.5 -0.9 -0.3544
N -0.868 -0.296 2.117 0.1 0.1 0.1 0.2314
C 0.224 -1.203 2.434 0.1 -0.1 0.0 1.0825
C -0.191 -2.490 3.079 0.0 0.1 -0.1 -1.1220
C 0.706 -3.279 3.652 0.0 -0.1 0.1 -1.1341
C 2.146 -2.906 3.723 0.0 0.0 0.0 -0.3477
C 3.281 -1.464 2.508 0.2 0.1 -0.1 -0.7926
C 2.209 -0.606 1.804 -0.5 0.2 -0.4 -0.1898
P 2.387 0.694 0.480 2.1 -0.9 0.6 2.6471
C 3.307 -0.403 -0.656 -0.2 0.1 -0.1 0.1925
C 2.648 -1.018 -1.714 0.0 0.1 0.0 0.2312
C 3.286 -1.974 -2.490 0.0 0.0 0.0 -0.6557
C 4.594 -2.330 -2.203 0.0 0.0 0.0 -0.6300
C 5.270 -1.707 -1.161 0.0 0.0 0.0 -1.0155
C 4.635 -0.744 -0.395 -0.1 0.0 0.0 -0.4085
C 3.631 1.959 0.907 -0.1 0.1 0.0 0.9175
C 4.515 2.422 -0.069 0.0 -0.1 0.0 -0.6765
C 5.323 3.518 0.179 0.0 0.0 0.0 -0.7106
C 5.240 4.182 1.394 0.0 0.0 0.0 -0.8456
C 4.332 3.759 2.351 0.0 0.1 0.0 -1.2918
C 3.523 2.660 2.107 0.0 -0.1 -0.1 -0.7287
H -1.263 0.103 2.964 0.0 0.0 0.0 0.4157
H -1.610 -0.799 1.638 0.0 0.1 0.2 -0.9847
H -1.243 -2.755 3.047 0.0 0.0 0.0 0.4238
H 0.408 -4.225 4.090 -0.1 0.0 0.0 0.3907
H 2.621 -3.446 4.540 0.0 0.0 0.0 0.5456
H 4.317 -1.151 2.417 0.0 0.1 0.0 0.4446
H 1.621 -0.743 -1.923 0.0 -0.1 0.0 -0.2002
H 2.762 -2.441 -3.314 0.0 0.0 0.0 0.4905
H 5.090 -3.086 -2.797 0.0 0.0 0.0 0.4108
H 6.298 -1.970 -0.946 0.0 0.0 0.0 0.4384
H 5.174 -0.241 0.397 0.0 0.0 0.0 0.5370
H 4.551 1.933 -1.035 0.1 0.0 0.0 0.4652
H 5.999 3.869 -0.590 0.0 0.0 0.0 0.4348
H 5.863 5.045 1.585 0.0 0.0 0.0 0.4096
H 4.222 4.315 3.273 0.0 0.0 0.0 0.4804
H 2.767 2.372 2.830 0.0 0.0 0.0 1.2414
C -1.462 -0.900 -1.224 0.0 0.0 0.1 1.5172
P -1.410 0.935 -0.927 -1.7 -0.7 -1.3 2.0768
C -3.020 1.518 -0.327 0.1 0.0 0.1 0.1290
C -4.157 0.725 -0.251 0.1 0.1 0.0 0.1439
C -5.353 1.260 0.203 -0.1 -0.1 0.0 -0.8698
C -5.418 2.592 0.583 0.0 0.0 0.0 -0.7418
C -4.281 3.387 0.528 0.0 0.0 0.0 -0.7091
C -3.083 2.852 0.086 0.1 0.0 -0.1 -0.8071
C -1.301 1.639 -2.613 0.1 -0.1 0.0 1.3648
C -2.208 2.560 -3.120 0.0 -0.1 0.0 -0.7647
C -1.971 3.163 -4.346 -0.1 0.0 -0.1 -0.8574
C -0.833 2.852 -5.074 0.0 0.0 0.0 -0.7965
C 0.082 1.938 -4.571 0.0 0.0 0.0 -0.5648
C -0.147 1.345 -3.342 -0.1 -0.1 0.0 -0.3060
P -2.521 -2.057 -2.267 0.2 0.3 0.1 -0.9037
C -3.444 -1.033 -3.480 0.1 -0.2 0.0 0.4833
C -2.774 -0.824 -4.687 0.0 0.0 0.1 -0.2894
C -3.393 -0.176 -5.742 0.0 0.1 0.0 -0.6485
C -4.701 0.267 -5.607 0.0 0.0 0.0 -0.5234
C -5.381 0.050 -4.419 -0.1 0.0 0.0 -0.8101
C -4.764 -0.605 -3.363 0.1 0.1 0.0 0.1933
C -3.817 -2.672 -1.131 0.1 -0.1 -0.1 0.5904
C -4.838 -3.416 -1.730 0.0 0.1 0.1 -0.5894
C -5.822 -4.017 -0.964 0.0 0.0 0.0 -0.5961
C -5.789 -3.908 0.420 0.0 0.0 0.0 -0.7145
C -4.753 -3.218 1.027 0.0 0.0 0.1 -0.5592
C -3.768 -2.613 0.259 0.0 0.0 -0.1 -0.1651
H -1.395 -1.364 -0.234 0.1 0.0 -0.2 -0.5952
H -0.469 -1.062 -1.653 0.1 0.0 0.1 -0.5451
H -4.106 -0.310 -0.544 -0.1 0.0 -0.1 0.0098
H -6.235 0.634 0.256 0.0 0.0 0.0 0.5040
H -6.355 3.013 0.925 0.0 0.0 0.0 0.3808
H -4.325 4.424 0.835 0.0 0.0 0.0 0.4723
H -2.192 3.468 0.052 0.0 0.0 0.0 0.3442
H -3.096 2.816 -2.557 0.0 0.0 0.0 0.4521
H -2.682 3.883 -4.732 0.0 0.0 0.0 0.4552
H -0.650 3.331 -6.028 0.0 0.0 0.0 0.4237
H 0.982 1.708 -5.125 0.0 0.0 0.0 0.4734
H 0.594 0.666 -2.931 0.0 0.1 -0.1 0.1204
H -1.761 -1.191 -4.800 0.0 0.0 0.0 0.3472
H -2.860 -0.026 -6.671 0.0 0.0 0.0 0.4416
H -5.194 0.768 -6.431 0.0 0.0 0.0 0.4060
H -6.407 0.381 -4.315 0.0 0.0 0.0 0.4223
H -5.328 -0.786 -2.459 0.0 0.0 0.1 0.3266
H -4.856 -3.518 -2.809 -0.1 0.0 0.0 0.4844
H -6.614 -4.574 -1.448 0.0 0.0 0.0 0.4034
H -6.564 -4.366 1.021 0.0 0.0 0.0 0.4030
H -4.710 -3.146 2.107 0.0 0.0 0.0 0.4433
H -2.966 -2.083 0.760 -0.1 0.0 0.0 0.8324
O 4.996 1.948 4.957 0.1 0.1 0.2 -0.6026
C 4.644 0.685 4.489 0.0 -0.3 -0.1 0.4506
N 3.717 0.052 5.410 0.0 0.2 0.1 -0.0082
C 2.841 -0.970 5.223 0.0 0.0 0.0 -0.3912
O 2.336 -1.537 6.177 -0.1 0.0 -0.1 -0.6981
C 2.442 -1.388 3.823 0.0 -0.1 0.1 0.9878
C 3.018 -2.987 2.397 -0.1 0.0 -0.1 -0.1355
C 2.294 -3.438 1.176 0.1 0.0 0.1 -1.4722
C 1.326 -2.680 0.682 0.0 0.0 -0.1 -0.3474
N 1.072 -1.384 1.194 0.1 -0.2 0.3 0.4701
C 1.407 -0.469 3.119 -0.2 0.0 -0.1 -0.6723
H 4.256 2.555 4.848 -0.1 0.0 -0.1 0.3538
H 5.579 0.120 4.439 0.0 0.1 0.0 0.2806
H 4.198 0.727 3.496 0.0 0.0 0.0 -0.3346
H 3.919 0.234 6.384 0.0 -0.1 0.0 0.2974
H 3.923 -3.571 2.552 0.0 0.0 0.1 0.6048
H 2.538 -4.399 0.740 -0.1 0.0 0.0 0.3066
H 0.701 -2.991 -0.149 0.1 0.0 0.0 0.4457
H 1.167 0.478 3.598 0.1 0.1 -0.1 0.6249
```
Positions in Å, forces in eV/Å.

Output
ΔE to the lowest compared entry with this formula, charge and spin = 114.71 kcal per mole
Multiplicity = 6
Highest occupied orbital energy (spin up / spin down) = -6.02 / -6.12 eV
F_max = 2.3 eV/Å
Energy = -11895.0487 a.u.
Orbital gap (spin up / spin down) = 6.5 / 6.1 eV


2.
C50H46N4O4S3Sn as an isolated structure, computed with ωB97M-V with the def2-TZVPD basis set.

```
108
Properties=species:S:1:pos:R:3:forces:R:3:mulliken_charge:R:1
Sn -1.062 1.151 -0.445 0.1 -0.3 -0.1 1.0112
O -7.185 1.255 3.340 0.0 0.0 0.0 -0.5171
C -6.246 2.294 3.491 0.0 0.0 0.0 -0.7469
C -5.048 1.976 2.643 0.0 0.0 0.0 0.3360
C -3.822 2.590 2.878 0.0 0.0 0.0 -1.0570
C -2.758 2.297 2.054 0.0 -0.2 0.1 -0.3827
N -2.849 1.425 1.044 -0.2 0.2 -0.1 0.2420
C -4.029 0.823 0.810 0.1 0.0 -0.1 0.0489
C -5.144 1.081 1.585 0.0 -0.1 0.0 -0.4105
C -4.065 -0.102 -0.356 0.0 0.1 0.2 0.4945
C -5.008 -1.092 -0.509 0.0 0.0 0.0 -0.5598
C -4.920 -1.933 -1.621 0.0 0.0 -0.1 0.2630
C -5.947 -3.016 -1.856 0.0 0.0 0.0 -0.9620
O -6.843 -3.179 -0.784 0.1 0.1 0.0 -0.5210
C -3.886 -1.753 -2.523 0.0 0.0 0.0 -0.7018
C -2.977 -0.731 -2.286 0.0 0.0 -0.1 0.3998
N -3.069 0.079 -1.240 0.0 0.1 0.1 -0.3307
H -7.977 1.458 3.849 0.0 0.0 0.0 0.3251
H -5.926 2.413 4.532 0.0 0.0 0.0 0.3857
H -6.653 3.256 3.158 0.0 0.0 0.0 0.3624
H -3.691 3.292 3.692 0.0 0.0 0.0 0.4812
H -1.792 2.762 2.206 0.0 0.0 0.0 0.5516
H -6.088 0.601 1.374 0.0 0.0 0.0 0.5428
H -5.798 -1.240 0.212 0.0 0.0 0.0 0.7601
H -5.437 -3.950 -2.112 0.0 0.0 0.0 0.4444
H -6.540 -2.731 -2.728 0.0 0.0 0.0 0.3416
H -6.492 -3.822 -0.160 0.0 0.0 0.0 0.3137
H -3.781 -2.389 -3.394 0.0 0.0 0.0 0.5508
H -1.807 -1.118 -3.766 0.0 0.0 0.0 0.1982
C 8.057 1.923 -0.867 0.0 0.0 0.0 -1.4983
C 6.631 1.510 -0.643 0.0 0.0 0.0 0.9581
C 5.575 2.334 -1.040 0.0 0.0 0.0 -1.1663
C 4.260 1.964 -0.827 0.0 0.0 0.0 -0.5575
C 3.995 0.753 -0.200 0.0 0.0 -0.1 0.3674
C 5.025 -0.078 0.221 0.0 0.0 0.0 -0.4201
C 6.336 0.304 -0.013 0.0 0.0 0.0 -0.9516
S 2.351 0.177 0.093 -0.1 0.1 0.1 0.6569
O 1.485 1.408 0.359 0.2 -0.1 0.1 -0.7342
C 1.843 -0.343 -1.537 0.1 -0.1 0.0 0.8406
C 1.637 0.619 -2.556 0.0 0.0 0.0 -0.5389
C 1.200 0.210 -3.776 0.0 0.0 0.0 -0.8395
C 0.939 -1.164 -4.030 0.0 0.0 0.0 0.5777
C 0.440 -1.597 -5.281 0.0 0.0 0.0 -0.9746
C 0.157 -2.918 -5.497 0.0 0.0 0.0 -0.7150
C 0.366 -3.868 -4.475 0.0 0.0 0.0 -1.0617
C 0.852 -3.479 -3.257 0.0 0.0 0.0 -1.0124
C 1.147 -2.117 -3.005 -0.1 0.0 0.0 1.5033
C 1.609 -1.679 -1.726 -0.1 0.0 0.0 -0.2006
C 1.815 -2.647 -0.611 0.0 0.0 0.0 -0.3764
C 3.079 -3.296 -0.487 0.1 0.1 0.0 0.5400
C 4.118 -3.096 -1.432 0.0 0.0 0.0 -0.6762
C 5.329 -3.707 -1.267 0.0 0.0 0.0 -0.9324
C 5.566 -4.542 -0.154 0.0 0.0 0.0 -0.7211
C 4.583 -4.751 0.769 0.0 0.0 0.0 -1.0053
C 3.317 -4.135 0.626 0.0 0.0 0.0 0.8976
C 2.281 -4.334 1.573 0.0 0.0 0.0 -1.1361
C 1.065 -3.743 1.419 0.0 0.0 0.0 -1.0937
C 0.830 -2.887 0.316 0.1 -0.1 -0.1 0.8213
S -0.791 -2.222 0.043 0.0 0.1 -0.1 0.3545
O -1.925 -0.456 -3.069 0.0 0.0 0.0 -0.3350
C -1.334 -1.784 1.675 0.0 0.0 0.0 0.2741
C -0.614 -0.915 2.490 0.0 0.1 -0.1 -0.1011
C -1.134 -0.530 3.718 0.0 0.0 0.0 -0.8609
C -2.379 -0.981 4.151 0.0 0.0 0.0 0.9744
C -2.945 -0.559 5.478 0.0 0.0 0.0 -1.5797
C -3.083 -1.854 3.325 0.0 0.0 0.0 -0.6053
C -2.564 -2.265 2.107 0.0 0.0 0.0 -0.7997
H 8.127 2.766 -1.553 0.0 0.0 0.0 0.3712
H 8.643 1.100 -1.275 0.0 0.0 0.0 0.3855
H 8.522 2.217 0.076 0.0 0.0 0.0 0.3204
H 5.793 3.276 -1.528 0.0 0.0 0.0 0.3771
H 3.452 2.616 -1.137 0.0 0.0 0.0 0.3304
H 4.806 -1.013 0.722 0.0 0.0 0.0 0.5705
H 7.143 -0.344 0.308 0.0 0.0 0.0 0.4381
H 1.819 1.669 -2.358 0.0 0.0 0.0 0.3775
H 1.034 0.929 -4.569 0.0 0.0 0.0 0.4764
H 0.294 -0.865 -6.067 0.0 0.0 0.0 0.4967
H -0.215 -3.242 -6.460 0.0 0.0 0.0 0.4444
H 0.147 -4.911 -4.662 0.0 0.0 0.0 0.5030
H 1.018 -4.209 -2.475 0.0 0.0 0.0 0.6125
H 3.947 -2.456 -2.289 0.0 0.0 0.0 0.5402
H 6.114 -3.551 -1.995 0.0 0.0 0.0 0.4902
H 6.529 -5.023 -0.041 0.0 0.0 0.0 0.4399
H 4.756 -5.396 1.622 0.0 0.0 0.0 0.4779
H 2.465 -4.989 2.416 0.0 0.0 0.0 0.4534
H 0.270 -3.923 2.131 0.0 0.0 0.0 0.6215
H 0.361 -0.556 2.176 0.0 0.0 0.0 0.3170
H -0.556 0.129 4.355 0.0 0.0 0.0 0.4266
H -2.226 0.026 6.050 0.0 0.0 0.0 0.3928
H -3.227 -1.425 6.077 0.0 0.0 0.0 0.4035
H -3.843 0.048 5.345 0.0 0.0 0.0 0.2445
H -4.042 -2.241 3.653 0.0 0.0 0.0 0.4705
H -3.103 -2.977 1.495 0.0 0.0 0.0 0.5623
C -0.896 6.928 -0.157 0.0 0.0 0.0 -0.9296
N 0.127 5.954 0.168 0.0 0.0 0.1 0.0167
C 1.428 6.383 0.692 0.0 0.0 0.0 -0.6447
C 2.180 5.055 0.882 0.0 0.0 0.0 -0.5506
N 1.289 4.099 0.223 -0.2 0.2 -0.1 0.4611
C 0.128 4.653 -0.111 0.1 0.0 0.0 0.5941
S -1.212 3.865 -0.848 -0.2 -0.1 0.0 -0.5873
H -1.076 7.562 0.711 0.0 0.0 0.0 0.3210
H -1.815 6.416 -0.425 0.0 0.0 0.0 0.2902
H -0.575 7.552 -0.993 0.0 0.0 0.0 0.3370
H 1.291 6.927 1.625 0.0 0.0 0.0 0.3873
H 1.917 7.044 -0.024 0.0 0.0 0.0 0.3393
H 2.309 4.799 1.933 0.0 0.0 0.0 0.2874
H 3.157 5.062 0.405 0.0 0.0 0.0 0.3089
H 1.443 3.091 0.199 0.1 0.0 0.1 0.0896
```
Positions in Å, forces in eV/Å.

Output
Net charge = +2
ΔE to the lowest compared entry with this formula, charge and spin = 0.00 kcal per mole
Highest occupied orbital energy = -12.12 eV
F_max = 0.3 eV/Å
Energy = -3861.4436 a.u.
Orbital gap = 6.9 eV